Record 1
ORCA calculation (wB97M-V/def2-TZVPD) on a cluster of 3 separate species, C6H13O2 in total at a distorted geometry.

CARTESIAN COORDINATES (ANGSTROEM)
O  1.794  -3.690  -1.646
O  -0.429  -2.300  -1.454
C  -1.030  -0.088  -0.582
C  0.846  1.427  0.372
C  0.343  -0.057  0.246
C  0.531  3.246  2.286
C  0.217  2.052  1.566
C  -1.458  -1.613  -0.851
H  1.823  1.506  0.785
H  -1.876  0.459  -0.131
H  1.428  -2.833  -1.175
H  0.100  -0.411  1.263
H  -2.405  -1.658  -1.526
H  0.736  1.854  -0.538
H  1.124  -0.689  -0.148
H  -1.858  -2.205  0.091
H  -0.453  3.823  2.444
H  0.685  3.692  0.673
H  -0.720  0.194  -1.570
H  1.053  -3.981  -2.203
H  -0.451  1.271  2.101

As for the net charge: 0. As for the spin multiplicity: 2. As for the relative energy (zero: lowest compared OMol25 entry of this formula, charge and spin): 650.9 kJ/mol. The calculation puts the HOMO-LUMO gap (spin up / spin down) at 9.696 / 7.164 eV.

natural (NBO) population analysis, charges in e, atoms 1 to 2:
1 O -0.950
2 O -0.314

Record 2
ORCA calculation (wB97M-V/def2-TZVPD) on a cluster of 11 separate species, C33H66O11 in total at a distorted geometry.

CARTESIAN COORDINATES (ANGSTROEM)
O  11.455  11.347  16.988
O  12.312  8.140  13.383
O  8.740  8.706  14.019
O  8.082  11.323  17.611
O  16.882  9.427  10.124
O  12.533  12.007  11.824
O  9.345  15.564  19.287
O  7.831  13.892  10.844
O  9.340  10.829  9.717
O  13.363  15.237  17.460
O  16.846  13.601  13.922
C  9.983  16.565  19.553
C  7.287  11.500  16.711
C  7.207  13.691  9.837
C  17.173  15.055  12.091
C  16.388  9.462  11.234
C  10.959  12.188  17.688
C  12.306  8.740  14.471
C  6.779  12.920  16.433
C  10.487  10.444  9.679
C  11.280  8.476  15.559
C  6.964  7.272  13.174
C  17.684  14.124  13.208
C  15.568  15.003  16.461
C  10.630  11.889  19.112
C  10.964  9.425  10.597
C  19.095  13.829  13.459
C  10.511  13.524  17.119
C  6.321  12.514  9.533
C  6.658  10.309  16.035
C  17.155  9.540  12.519
C  11.360  10.915  8.551
C  14.016  15.114  16.457
C  10.486  12.350  13.079
C  11.530  12.641  12.040
C  11.195  13.925  11.161
C  14.917  9.214  11.343
C  13.351  9.797  14.708
C  7.358  14.615  8.617
C  7.769  8.561  13.277
C  9.566  17.965  19.067
C  11.251  16.499  20.380
C  7.296  9.661  12.427
C  13.447  15.286  15.090
H  10.553  13.194  13.720
H  11.769  9.740  11.331
H  12.717  10.748  14.722
H  10.436  18.558  18.812
H  7.934  10.533  12.440
H  10.824  10.957  7.591
H  10.631  11.404  13.583
H  14.324  10.121  11.537
H  9.202  18.316  20.089
H  5.660  10.304  16.401
H  15.957  16.021  16.607
H  6.638  10.415  14.918
H  9.642  11.378  19.167
H  12.360  15.280  15.099
H  11.842  8.272  16.526
H  10.819  13.573  16.049
H  8.751  18.016  18.361
H  18.073  9.959  12.180
H  6.853  13.388  17.355
H  9.392  13.495  17.224
H  12.287  10.290  8.469
H  11.138  17.069  21.290
H  15.793  14.364  17.391
H  16.224  15.489  12.404
H  6.906  11.590  9.395
H  10.793  7.509  15.350
H  14.444  8.746  10.453
H  12.073  16.987  19.864
H  12.106  14.198  10.660
H  16.652  10.142  13.283
H  13.933  16.158  14.643
H  8.069  15.467  8.662
H  7.485  9.318  11.420
H  5.690  12.356  10.424
H  7.693  13.934  7.796
H  14.674  8.588  12.199
H  19.595  14.686  13.906
H  16.109  14.617  15.597
H  10.558  12.744  19.719
H  10.821  14.776  11.719
H  11.521  15.569  20.733
H  19.590  13.576  12.492
H  7.240  9.504  16.477
H  6.183  9.806  12.579
H  6.485  7.082  12.213
H  17.983  15.802  11.913
H  11.740  11.930  8.796
H  10.548  9.292  15.689
H  7.363  13.536  15.716
H  7.539  6.397  13.543
H  10.116  9.075  11.131
H  19.164  13.006  14.215
H  6.444  15.077  8.239
H  17.073  14.475  11.218
H  17.335  8.512  12.811
H  9.472  12.419  12.615
H  5.723  12.685  8.605
H  6.071  7.366  13.835
H  10.471  13.613  10.415
H  11.298  11.236  19.703
H  13.761  9.853  15.702
H  10.834  14.380  17.680
H  14.056  9.669  13.885
H  5.761  12.861  16.148
H  13.855  14.423  14.467
H  11.331  8.665  9.854

As for the net charge: 0. As for the relative energy (zero: lowest compared OMol25 entry of this formula, charge and spin): 215.2 kJ/mol. The calculation puts the HOMO-LUMO gap at 9.334 eV.

Mulliken population analysis, charges in e, atoms 1 to 2:
1 O -0.431
2 O -0.629

Record 3
ORCA calculation (wB97M-V/def2-TZVPD) on a structure of composition C16H27N2O3PdS3Si.

CARTESIAN COORDINATES (ANGSTROEM)
Pd  1.056  -1.436  -1.732
S  0.323  -3.275  -2.766
S  2.360  -1.755  -3.573
S  -0.104  0.363  -2.260
Si  -0.436  0.539  -0.105
O  0.588  -0.778  0.179
O  0.049  1.916  0.522
O  -1.887  0.094  0.382
N  1.167  -6.758  -4.097
N  4.611  -4.186  -5.469
C  -3.090  0.855  0.738
C  0.916  -0.682  2.571
C  2.078  -2.388  1.131
C  3.594  -4.339  -4.958
C  -2.871  1.467  2.111
C  1.779  -3.392  -3.708
C  2.339  -4.467  -4.279
C  0.530  3.711  -1.030
C  -3.323  1.917  -0.325
C  -4.213  -0.164  0.756
C  0.957  3.901  1.432
C  0.790  -1.628  1.393
C  2.377  2.375  0.034
C  -0.400  -2.559  1.517
C  0.998  2.987  0.221
C  1.684  -5.738  -4.194
H  2.357  -2.962  2.014
H  -3.405  1.458  -1.312
H  -2.018  2.147  2.101
H  -4.343  -0.609  -0.231
H  0.009  -0.087  2.694
H  1.235  3.353  2.332
H  -3.997  -0.956  1.473
H  -0.529  -3.142  0.602
H  0.590  3.066  -1.908
H  -0.227  -3.257  2.336
H  2.688  1.846  0.936
H  -2.696  0.685  2.851
H  -0.043  4.312  1.565
H  3.106  3.158  -0.170
H  1.062  -1.261  3.482
H  -2.510  2.647  -0.330
H  2.894  -1.702  0.900
H  1.767  -0.012  2.446
H  -3.756  2.028  2.413
H  1.162  4.580  -1.212
H  2.385  1.683  -0.811
H  -4.250  2.453  -0.122
H  1.951  -3.108  0.315
H  1.655  4.727  1.298
H  -1.315  -2.003  1.711
H  -0.496  4.059  -0.908
H  -5.147  0.317  1.046

As for the net charge: +1. As for the relative energy (zero: lowest compared OMol25 entry of this formula, charge and spin): 23.0 kJ/mol. The calculation puts the HOMO-LUMO gap (spin up / spin down) at 5.841 / 5.841 eV.

natural (NBO) population analysis, charges in e, atoms 1 to 2:
1 Pd 0.727
2 S 0.287

Record 4
ORCA calculation (wB97M-V/def2-TZVPD) on a structure of composition C21H43N2P3SeTc at a distorted geometry.

CARTESIAN COORDINATES (ANGSTROEM)
Tc  0.314  0.506  0.666
Se  0.817  -3.216  -2.711
P  0.259  2.392  1.767
P  1.475  -0.830  2.213
P  -1.598  -0.444  1.376
N  2.097  0.581  -0.486
N  3.448  0.431  -2.229
C  3.215  -0.446  2.719
C  2.201  0.168  -1.744
C  -1.307  3.321  1.647
C  -3.452  -3.235  -3.596
C  -2.438  -1.071  -3.765
C  -3.508  -1.921  -4.050
C  3.988  0.184  -3.562
C  0.844  -1.294  3.892
C  -1.278  -1.544  -3.179
C  -1.113  -2.907  -2.899
C  -2.113  2.240  -2.531
C  1.807  -2.531  1.592
C  4.180  1.009  -1.201
C  -2.953  -0.036  0.223
C  1.417  3.691  1.182
C  3.347  1.081  -0.122
C  -2.281  -0.074  3.047
C  -2.298  -3.706  -2.946
C  -1.775  -2.282  1.414
C  -2.570  2.198  -3.805
C  0.602  2.468  3.573
H  -4.352  -1.522  -4.609
H  1.140  -3.891  -1.367
H  2.417  3.553  1.621
H  0.602  -0.403  4.481
H  3.889  -0.465  1.848
H  -2.740  2.795  -1.787
H  -3.042  1.059  0.138
H  1.036  4.676  1.512
H  -0.448  -0.846  -3.053
H  -1.895  1.928  -4.638
H  0.612  3.528  3.872
H  3.575  -1.196  3.439
H  -2.070  2.921  2.326
H  2.377  -3.113  2.337
H  1.635  -1.826  4.449
H  -2.356  -4.701  -2.490
H  4.337  1.127  -4.016
H  2.400  -2.477  0.672
H  1.586  2.042  3.817
H  -1.701  3.285  0.621
H  3.176  -0.230  -4.174
H  -1.162  1.805  -2.192
H  -2.832  -2.542  1.598
H  -1.443  -2.709  0.457
H  -3.577  2.588  -4.073
H  -3.268  -0.551  3.143
H  -1.628  -0.467  3.833
H  -2.716  -0.423  -0.778
H  1.516  3.671  0.085
H  -2.387  1.007  3.188
H  -1.170  -2.736  2.213
H  -3.906  -0.457  0.586
H  -2.489  -0.022  -4.020
H  -0.031  -1.954  3.858
H  4.842  -0.516  -3.506
H  3.501  1.473  0.873
H  5.233  1.274  -1.287
H  0.877  -3.065  1.366
H  -0.170  1.936  4.148
H  -1.091  4.369  1.911
H  1.432  -0.301  -2.351
H  3.271  0.532  3.218
H  -4.309  -3.892  -3.758

As for the net charge: +4. As for the spin multiplicity: 4. As for the relative energy (zero: lowest compared OMol25 entry of this formula, charge and spin): 0.0 kJ/mol. The calculation puts the HOMO-LUMO gap (spin up / spin down) at 6.862 / 4.526 eV.

Mulliken population analysis, charges in e, atoms 1 to 2:
1 Tc 0.508
2 Se -0.017